[1]
The following is a quantum chemistry calculation of C2H3Cl in the gas phase, from OMol25.

Geometry (Å):
C -0.51175 0.39583 -0.04112
C 0.55629 -0.39633 -0.07187
H -0.27304 1.52611 -0.00489
H 0.76806 -1.48359 0.04915
H 1.58486 0.15800 0.09571
Cl -2.12443 -0.20002 -0.02699

Atomic forces in eV per Å
1.61 0.91 -0.02
3.07 0.79 1.40
-1.20 -1.97 -0.11
-1.23 0.84 -0.47
-2.17 -0.88 -0.72
-0.09 0.31 -0.07

Calculated values
* orbital gap: 10.941 eV
* HOMO: -9.812 eV
* SMILES: C=CCl
* E: -14643.790 eV
* LUMO: 1.130 eV
* energy relative to the best compared isomer or geometry (same formula, charge and spin): 50.23 kJ/mol

=====

[2]
The following is a quantum chemistry calculation of a molecular structure, C13H26OP2PtS, from OMol25.

Geometry (Å):
Pt 0.55773 -0.47226 -1.20601
H 2.72531 -0.76917 -2.27893
H 2.36100 -1.43956 -2.21102
P 0.88627 1.77920 -1.21831
P -0.59684 -2.47160 -1.17762
C -0.54416 -3.37737 0.37526
H -1.04250 -4.34777 0.24127
H 0.49378 -3.52814 0.69121
H -1.05053 -2.79274 1.14934
C -2.36271 -2.43526 -1.65435
H -2.46847 -1.88744 -2.60041
H -2.70861 -3.47446 -1.77453
H -2.93865 -1.91822 -0.87365
C 0.20731 -3.52500 -2.42715
H 1.24651 -3.68741 -2.12767
H -0.30858 -4.48677 -2.50839
H 0.18810 -3.00822 -3.39291
C -0.59315 2.82404 -1.49952
H -0.27819 3.87944 -1.54709
H -1.06956 2.51603 -2.43876
H -1.31090 2.67555 -0.68149
C 1.66819 2.46889 0.25610
H 2.62129 1.96297 0.43693
H 1.83541 3.54620 0.11535
H 1.02998 2.29994 1.12953
C 1.99116 2.14244 -2.60546
H 1.54464 1.75109 -3.52402
H 2.16276 3.21816 -2.70321
H 2.94023 1.63124 -2.43176
C 1.62586 -0.83244 0.29211
O 2.10147 -0.97003 1.36059
H -0.32452 -0.19527 -2.56313
S -2.01891 0.33678 0.53387
C -1.40566 0.73150 2.06434
C -1.00668 -0.26539 2.99458
C -0.46378 0.09599 4.23089
C -0.29501 1.44976 4.57755
C -0.71922 2.43715 3.68165
C -1.25898 2.08916 2.44360
H -1.17941 -1.29987 2.71422
H -0.15823 -0.69372 4.91399
H 0.15082 1.71476 5.55129
H -0.61297 3.48685 3.93719
H -1.62163 2.84099 1.75452

Atomic forces in eV per Å
-2.01 1.04 -1.34
-0.01 -0.34 -0.24
0.38 0.43 -0.30
0.16 1.37 -0.55
-0.90 -1.09 -0.56
0.02 -0.32 0.10
0.14 0.21 0.22
-0.17 -0.04 -0.07
-0.03 -0.22 -0.10
0.32 0.03 0.02
-0.01 -0.20 0.25
-0.04 0.43 0.08
0.00 -0.31 -0.27
-0.04 0.10 0.09
-0.11 -0.06 -0.09
0.06 0.09 0.03
-0.01 -0.12 0.18
0.18 -0.34 -0.01
-0.20 -0.37 0.01
0.10 0.18 0.20
0.15 0.22 -0.21
0.09 -0.01 0.13
-0.07 0.13 -0.03
0.00 -0.27 0.07
0.12 0.10 -0.14
-0.08 -0.02 0.05
0.06 0.09 0.10
0.01 -0.09 0.02
0.01 0.12 -0.06
3.20 -1.17 4.06
-1.27 0.43 -1.73
0.34 -0.11 -0.28
-0.16 0.20 0.86
0.11 -0.05 0.09
0.28 -0.23 0.88
-0.31 -0.68 -1.00
0.07 -0.36 0.26
-0.35 0.18 -1.14
0.07 0.84 0.74
0.24 0.06 0.33
-0.09 0.20 -0.10
-0.31 -0.12 -0.64
-0.07 -0.13 -0.04
0.13 0.22 0.15

Calculated values
* orbital gap (alpha / beta): 5.221 / 4.916 eV
* HOMO (alpha / beta): -11.611 / -15.764 eV
* multiplicity: 5
* <S²>: 6.032
* E: -48589.456 eV
* LUMO (alpha / beta): -6.390 / -10.848 eV
* total charge: +2

=====

[3]
The following is a quantum chemistry calculation of a molecular structure, C31H47NO3SbSe4Ta, from OMol25.

Geometry (Å):
Ta -0.36958 -2.05955 -0.49432
C -1.70563 3.08977 1.88264
C -2.71959 2.95273 0.73750
C -2.42434 4.01704 -0.33048
C -4.12201 3.21248 1.28847
C -2.58567 1.56467 0.11198
C -1.41665 1.23853 -0.53757
C -1.27663 0.00994 -1.19868
N -0.10854 -0.46030 -1.79473
C 1.14929 0.15458 -1.55613
C 1.50249 1.45232 -1.89987
C 2.78509 1.93071 -1.66392
C 3.72273 1.04535 -1.14408
C 3.41568 -0.26654 -0.78760
C 2.08292 -0.65959 -0.91961
O 1.63349 -1.87145 -0.48280
C 4.47081 -1.23804 -0.25747
C 5.87231 -0.62300 -0.29311
C 4.15420 -1.61525 1.19791
C 4.49269 -2.50155 -1.13163
C 3.09929 3.39669 -1.96244
C 4.58303 3.71853 -1.78076
C 2.29242 4.27619 -0.99579
C 2.70538 3.74329 -3.40538
C -2.33468 -0.96231 -1.09327
O -2.08270 -2.20698 -1.57951
C -3.50544 -0.65528 -0.36355
C -3.60265 0.60831 0.18528
C -4.61925 -1.69291 -0.21958
C -5.81820 -1.12817 0.54482
C -5.10740 -2.12348 -1.61120
C -4.10491 -2.91263 0.56363
H -1.70261 4.11551 2.25857
H -0.69435 2.84949 1.55128
H -1.95860 2.42265 2.70933
H -2.60080 5.01352 0.07914
H -3.06793 3.88479 -1.20206
H -1.38738 3.97525 -0.66662
H -4.17666 4.23540 1.66381
H -4.36400 2.54566 2.11842
H -4.88719 3.09904 0.51792
H -0.57912 1.92158 -0.55254
H 0.76635 2.07870 -2.39024
H 4.73627 1.38645 -1.00971
H 5.95064 0.25748 0.34810
H 6.16324 -0.33569 -1.30583
H 6.59249 -1.35914 0.06703
H 4.02315 -0.71962 1.80954
H 4.97571 -2.20014 1.61861
H 3.24607 -2.21396 1.25905
H 4.59601 -2.23830 -2.18647
H 3.58124 -3.08470 -1.00851
H 5.34263 -3.12847 -0.85212
H 4.90466 3.57672 -0.74724
H 4.76187 4.76291 -2.04230
H 5.21150 3.10138 -2.42593
H 2.55442 4.05310 0.04046
H 1.21956 4.11069 -1.11713
H 2.49335 5.33414 -1.18179
H 3.16296 3.04820 -4.11137
H 3.04003 4.75276 -3.65424
H 1.62500 3.71060 -3.55152
H -4.49896 0.85622 0.72896
H -6.25461 -0.26320 0.04142
H -5.55455 -0.84097 1.56462
H -6.58867 -1.89807 0.60698
H -5.43419 -1.25684 -2.18956
H -5.95758 -2.80086 -1.50693
H -4.32417 -2.63628 -2.16567
H -3.77340 -2.61950 1.56280
H -3.28227 -3.40772 0.05098
H -4.91670 -3.63531 0.67415
C -0.85999 -2.88440 3.26197
C -0.08890 -1.76993 2.58382
C -0.04101 -0.49852 3.40593
O -0.68514 -1.44285 1.30748
H -0.26508 -3.31040 4.07084
H -1.08643 -3.68051 2.55370
H -1.79898 -2.50970 3.67535
H 0.93671 -2.10996 2.40741
H -1.05293 -0.13791 3.60127
H 0.51125 0.27883 2.87665
H 0.45336 -0.68566 4.36069
Se -1.13082 -8.62057 -0.53560
Sb 0.33513 -6.91652 0.66775
Se 0.13155 -4.48234 -0.01048
Se 0.87421 -7.11597 2.93005
Se 0.76571 -8.00114 -1.56899

Atomic forces in eV per Å
-0.23 0.28 1.20
-0.01 0.03 0.01
0.02 0.02 0.04
0.02 -0.01 -0.01
0.00 -0.02 0.03
0.56 0.22 -0.14
-0.18 0.17 0.01
-0.63 0.15 -0.12
0.44 -0.81 1.14
0.08 0.64 -0.05
-0.28 -0.07 -0.27
-0.09 0.01 -0.03
0.05 -0.02 0.01
-0.02 -0.02 0.12
0.45 -0.30 -0.16
-1.28 0.22 -0.43
0.03 0.05 0.06
-0.02 0.06 0.00
-0.03 -0.05 0.00
-0.02 -0.04 0.02
0.02 0.00 -0.03
0.01 -0.01 0.00
0.00 0.01 -0.01
0.02 -0.01 -0.02
0.31 0.44 -0.09
1.09 -0.13 0.38
-0.28 0.23 0.11
-0.32 -0.53 -0.02
0.00 0.05 0.02
-0.02 0.01 0.00
0.05 -0.03 0.00
-0.01 0.02 -0.01
-0.02 -0.01 0.02
0.00 0.02 0.00
0.02 -0.02 -0.02
0.01 0.00 0.00
-0.01 0.01 0.01
-0.01 -0.01 -0.01
0.00 0.00 0.01
0.00 -0.01 -0.02
0.00 0.01 0.00
-0.04 0.03 -0.06
-0.02 0.00 0.03
0.02 0.00 0.01
0.00 -0.01 0.02
0.00 -0.01 0.00
0.00 0.00 0.00
0.04 0.00 0.01
-0.01 0.00 0.00
0.00 0.03 0.01
0.03 -0.01 0.01
0.01 0.02 -0.04
-0.02 -0.01 0.01
0.00 -0.02 -0.01
0.00 0.00 0.02
-0.01 0.00 0.00
0.00 0.00 0.00
0.00 0.00 0.01
0.00 0.00 0.00
0.02 0.01 0.00
-0.03 0.01 0.02
0.00 -0.03 -0.01
-0.03 0.02 -0.02
0.00 0.00 -0.01
0.00 0.00 0.00
0.01 0.00 0.01
-0.01 0.00 0.01
0.02 -0.01 0.00
-0.01 0.01 -0.02
0.01 0.01 -0.02
-0.03 -0.03 0.02
0.01 -0.01 0.01
-0.20 0.06 -0.06
0.27 0.06 -0.07
-0.02 0.05 -0.03
0.20 -0.64 -1.17
-0.02 0.03 0.02
0.05 -0.03 0.03
-0.01 0.01 -0.01
-0.01 -0.01 -0.16
0.00 0.00 -0.01
0.00 0.00 0.00
-0.02 -0.02 0.00
-2.42 -0.25 1.63
-0.66 0.32 -1.16
0.17 -0.85 -0.05
0.21 -0.13 0.20
2.75 0.86 -0.87

Calculated values
* orbital gap: 5.664 eV
* HOMO: -8.010 eV
* E: -310020.905 eV
* LUMO: -2.345 eV
* energy relative to the best compared isomer or geometry (same formula, charge and spin): 167.82 kJ/mol

=====

[4]
The following is a quantum chemistry calculation of C5H8N4 in the gas phase, from OMol25.

Geometry (Å):
C -1.29250 -1.52477 -0.10530
C 0.01679 1.13346 -0.51561
C -0.42280 -0.73486 0.64655
C -0.74523 1.02694 -1.84450
C 0.05461 -1.42657 1.96008
N -1.97109 -2.13426 -0.82431
N -0.96441 1.55689 0.55802
N -1.35088 0.65596 1.23963
N 0.49840 -0.10973 -0.12486
H 0.67755 1.93649 -0.76865
H -1.65806 1.44750 -1.60561
H -0.77857 -0.06077 -1.97239
H -0.33461 1.42103 -2.77794
H 0.36342 -0.78105 2.70996
H 0.94404 -2.07291 1.65546
H -0.80306 -1.99665 2.35887
H 1.47646 0.01653 0.30009

Atomic forces in eV per Å
-2.58 -2.07 -2.25
-1.01 1.73 -2.24
-0.37 0.63 4.59
0.76 -1.86 0.07
-0.03 -2.06 -2.76
0.77 0.66 1.11
0.05 0.74 -0.24
0.64 -1.44 -0.67
5.46 0.69 0.46
1.30 0.19 1.09
-2.35 0.66 -0.46
-0.78 0.38 -0.49
0.36 0.39 0.62
0.58 1.68 1.12
-1.30 0.38 0.68
0.67 -0.09 -0.25
-2.17 -0.64 -0.38

Calculated values
* orbital gap: 9.925 eV
* HOMO: -9.260 eV
* SMILES: C[C@H]1N=N[C@@](C)(C#N)N1
* E: -11272.214 eV
* LUMO: 0.665 eV
* energy relative to the best compared isomer or geometry (same formula, charge and spin): 225.55 kJ/mol

=====

Question: Which value of E does entry 1 give?
Answer: -14643.790 eV

=====

Question: Among the records above, which one has the lowest E?
Answer: C31H47NO3SbSe4Ta